# 1
ORCA calculation (ωB97M-V with the def2-TZVPD basis set) on a cluster of 12 separate species, C56H102F12N18O2P2 in total.

The value obtained for the highest occupied orbital energy is -17.47 eV. The electronic energy is -5210.375535 hartree. For the HOMO-LUMO gap, the calculation gives 6.120 eV.

Geometry as ORCA input:
```
! wB97M-V def2-TZVPD RIJCOSX def2/J DEFGRID3
* xyz 6 1
C -3.5454 -3.2149 -0.1123
C -2.6493 -2.9265 1.0962
N -3.0311 -3.8612 2.1080
C -3.7359 -3.5423 3.3157
C -3.8826 -4.7077 4.1104
N -3.3728 -5.7375 3.2838
C -2.7571 -5.2148 2.1669
C -3.3812 -7.1567 3.6148
H -3.3901 -2.4575 -0.8807
H -4.6183 -3.3885 -0.0299
H -3.1194 -4.1137 -0.5582
H -2.8298 -1.9515 1.5487
H -1.6035 -3.0173 0.8027
H -3.9925 -2.5160 3.5332
H -4.3617 -4.8722 5.0642
H -2.1661 -5.7545 1.4417
H -2.5132 -7.6858 3.2214
H -4.3188 -7.4436 3.1386
H -3.5082 -7.4808 4.6477
C -2.2028 2.6728 2.6550
C -1.7768 3.8520 1.7636
N -2.9562 4.2850 1.0083
C -2.9084 5.0118 -0.1678
C -4.2732 5.3014 -0.5190
N -5.0856 4.7487 0.4465
C -4.2774 4.1471 1.3610
C -6.5252 4.8500 0.5597
H -2.9990 2.8147 3.3858
H -1.3580 2.1775 3.1334
H -2.5107 1.8634 1.9932
H -1.0087 3.5285 1.0612
H -1.5496 4.7353 2.3605
H -1.9949 5.3049 -0.6638
H -4.7023 5.7874 -1.3828
H -4.5843 3.6634 2.2766
H -6.7322 5.4981 1.4113
H -6.8724 3.9030 0.9728
H -7.0564 5.0153 -0.3777
C 1.3397 -2.8152 -3.3943
C -0.0898 -2.5998 -2.8540
N -1.0838 -3.3830 -3.5285
C -1.7297 -4.4912 -3.0752
C -2.3316 -5.1123 -4.1774
N -2.2241 -4.2320 -5.2360
C -1.4213 -3.1797 -4.8827
C -2.9563 -4.4299 -6.4854
H 2.1835 -2.2606 -2.9838
H 1.3354 -2.6150 -4.4658
H 1.6606 -3.8279 -3.1502
H -0.3177 -1.5405 -2.9731
H -0.1191 -2.8126 -1.7854
H -1.6818 -4.7234 -2.0215
H -2.9649 -5.9866 -4.2084
H -1.1340 -2.3199 -5.4697
H -2.5662 -3.6668 -7.1590
H -4.0429 -4.4846 -6.4190
H -2.7586 -5.4355 -6.8565
C -2.3956 4.1784 -6.3535
C -3.7472 3.9954 -5.6563
N -3.6894 2.9576 -4.6353
C -3.6707 3.2957 -3.3094
C -3.4673 2.1466 -2.5524
N -3.4364 1.0893 -3.3710
C -3.4768 1.5948 -4.6822
C -3.3568 -0.3338 -2.9594
H -1.9958 3.2337 -6.7221
H -1.6803 4.6284 -5.6650
H -2.5040 4.7801 -7.2559
H -4.4747 3.7109 -6.4166
H -4.0490 4.9515 -5.2287
H -3.7773 4.3310 -3.0210
H -3.3498 1.9900 -1.4902
H -3.5245 0.9836 -5.5713
H -4.3887 -0.6794 -3.0213
H -2.9704 -0.4722 -1.9496
H -2.6931 -0.8070 -3.6830
C -1.1725 0.4834 6.6370
C -0.2956 1.6868 6.9427
N 0.0965 2.5548 5.8777
C -0.3038 3.8474 5.6400
C 0.3321 4.3729 4.5037
N 1.0744 3.3047 3.9961
C 0.9094 2.2204 4.7931
C 1.8029 3.3307 2.7885
H -1.2558 -0.1947 7.4863
H -0.6267 -0.1408 5.9295
H -2.1276 0.8564 6.2671
H 0.6037 1.3305 7.4453
H -0.7986 2.2969 7.6930
H -1.0083 4.3676 6.2720
H 0.2623 5.2845 3.9288
H 1.3248 1.2292 4.6867
H 2.0793 2.3392 2.4299
H 2.7184 3.8718 3.0272
H 1.2660 3.7927 1.9600
C 2.8483 4.3119 -0.9117
C 4.2636 4.5002 -0.4873
N 4.8458 3.2194 -0.2079
C 4.9719 2.7386 1.1120
C 5.4321 1.4416 0.9982
N 5.6157 1.1685 -0.3906
C 5.3121 2.3077 -1.1140
C 6.2625 0.0035 -0.9422
H 2.4169 5.2990 -1.0781
H 2.2362 3.7839 -0.1805
H 2.8699 3.7759 -1.8606
H 4.2005 5.1871 0.3567
H 4.8001 5.1324 -1.1948
H 4.7743 3.3997 1.9429
H 5.7816 0.7295 1.7312
H 5.4367 2.4034 -2.1825
H 6.8374 0.1325 -1.8592
H 5.5112 -0.7626 -1.1341
H 7.0507 -0.2520 -0.2341
C 7.7287 -2.1729 3.5330
C 7.0984 -3.4796 2.9004
N 5.8901 -3.1084 2.0717
C 4.7837 -2.3368 2.3986
C 3.8833 -2.2913 1.3469
N 4.4453 -3.0892 0.3332
C 5.6795 -3.5362 0.7932
C 3.8693 -3.5208 -0.9630
H 7.9210 -1.4215 2.7671
H 8.6066 -2.3226 4.1614
H 6.9503 -1.7260 4.1514
H 6.8186 -4.2120 3.6576
H 7.8384 -3.9528 2.2550
H 4.7353 -1.7250 3.2874
H 3.0025 -1.7102 1.1169
H 6.3694 -4.2301 0.3363
H 4.1387 -4.5595 -1.1544
H 4.2188 -2.8642 -1.7598
H 2.7793 -3.5104 -0.9657
C 3.1651 3.9245 -8.1167
C 3.3568 3.2364 -6.8046
N 2.4956 3.6242 -5.6991
C 2.2540 4.9000 -5.1661
C 1.3953 4.8426 -4.0876
N 1.0215 3.4466 -3.9878
C 1.5469 2.8670 -5.0507
C -0.0056 2.8636 -3.1834
H 3.6083 3.3907 -8.9573
H 3.5713 4.9347 -8.1674
H 2.0946 3.9886 -8.3115
H 4.3852 3.4612 -6.5215
H 3.4459 2.1678 -6.9998
H 2.8206 5.7415 -5.5364
H 0.9459 5.5740 -3.4323
H 1.3187 1.8699 -5.3974
H 0.4448 2.3228 -2.3510
H -0.6784 2.1686 -3.6858
H -0.6286 3.6490 -2.7555
C -2.1883 -6.0873 6.9836
C -0.9393 -5.2476 7.0886
N -0.5938 -4.7288 5.7994
C -0.4955 -5.3955 4.5725
C 0.0734 -4.5297 3.7032
N 0.1133 -3.2520 4.2694
C -0.3321 -3.4117 5.5663
C 0.4207 -2.0157 3.5686
H -2.4286 -6.5636 7.9341
H -2.1268 -6.8993 6.2591
H -3.0690 -5.5168 6.6885
H -0.0645 -5.7601 7.4888
H -1.1645 -4.4176 7.7583
H -0.5849 -6.4718 4.5690
H 0.3781 -4.7382 2.6883
H -0.5377 -2.6535 6.3074
H 0.5788 -1.1429 4.2021
H -0.4811 -1.7890 2.9997
H 1.2017 -2.1291 2.8168
C 3.0413 0.4286 -3.2484
C 4.2532 -0.0593 -3.9798
O 4.4276 -1.2604 -4.0811
O 4.9621 0.9024 -4.3943
H 3.1006 1.5062 -3.0957
H 2.8536 -0.1600 -2.3504
H 2.2046 0.2369 -3.9202
P 0.4067 0.4076 0.3237
F 0.4395 1.9785 -0.0395
F 2.0233 0.4081 0.6241
F 0.0952 0.7416 1.8647
F 0.4359 -1.1831 0.6234
F -1.1251 0.4489 -0.0919
F 0.6753 0.1419 -1.2549
P -5.3546 0.2624 1.0048
F -5.3075 1.4224 -0.1675
F -3.8164 -0.0899 0.6085
F -4.9654 1.3836 2.1679
F -5.3636 -0.9894 2.0493
F -6.8825 0.6631 1.3997
F -5.8252 -0.7743 -0.1518
*
```

=====

# 2
ORCA calculation (ωB97M-V with the def2-TZVPD basis set) on the molecule C6H11F2N3.

The value obtained for the highest occupied orbital energy (alpha / beta) is -5.85 / -9.29 eV. The electronic energy is -598.994872 hartree. For the HOMO-LUMO gap (alpha / beta), the calculation gives 6.874 / 8.211 eV.

Geometry as ORCA input:
```
! wB97M-V def2-TZVPD RIJCOSX def2/J DEFGRID3
* xyz 0 3
C -1.7678 0.6747 0.9557
C 1.9190 -0.7993 0.3040
C -2.1815 1.9570 0.2707
C 1.4653 1.3900 -1.1876
C 0.9781 -2.9965 0.1342
C 1.9255 0.7388 0.2169
N -0.8530 -0.0042 0.3479
N -0.3971 -1.2056 0.6979
N 0.8342 -1.5159 0.3281
F 3.2289 1.1542 0.4029
F 1.2977 1.3391 1.1828
H -2.2144 0.3065 1.8851
H 2.8458 -1.3441 0.1653
H -1.5809 1.8883 -0.6909
H -1.9775 2.8206 0.7854
H -3.2735 1.9340 0.2488
H 2.1340 2.0549 -1.6874
H 0.5749 1.8786 -1.1521
H 1.2890 0.6824 -1.9693
H 1.6359 -3.3862 0.8227
H -0.0530 -3.4327 0.2866
H 1.6151 -3.1213 -0.7858
*
```

=====

# 3
ORCA calculation (ωB97M-V with the def2-TZVPD basis set) on a structure of composition C49H40CsN3OP2S2.

The value obtained for the highest occupied orbital energy is -1.73 eV. The electronic energy is -3629.923114 hartree. For the HOMO-LUMO gap, the calculation gives 5.271 eV.

Geometry as ORCA input:
```
! wB97M-V def2-TZVPD RIJCOSX def2/J DEFGRID3
* xyz -2 1
Cs 0.1840 -1.8638 0.5039
S 1.1385 -3.9126 2.6190
C 2.5320 -2.9659 2.8412
S 2.7822 -1.5245 1.9484
C 3.5208 -3.3542 3.7554
C 3.4517 -4.4944 4.5460
N 3.4619 -5.4214 5.2390
C 4.6918 -2.6193 3.9125
N 5.6918 -2.0604 4.0722
C 0.4321 -4.1153 -2.5159
N 1.1047 -3.0029 -1.8834
C 2.2280 -3.4835 -1.1026
C 1.5871 -2.0322 -2.8599
C 0.5824 -1.5969 -3.8902
C 0.6517 -2.1718 -5.1541
C -0.1549 -1.7482 -6.1939
C -1.0133 -0.6851 -5.9828
C -1.0936 -0.1086 -4.7286
C -0.3451 -0.5742 -3.6506
H 1.0744 -4.6288 -3.2544
H -0.4658 -3.7609 -3.0185
H 0.1387 -4.8370 -1.7543
H 2.9582 -4.0265 -1.7287
H 1.8821 -4.1570 -0.3210
H 2.7371 -2.6508 -0.6218
H 2.4583 -2.4519 -3.4035
H 1.9170 -1.1444 -2.3117
H 1.3676 -2.9664 -5.3292
H -0.0968 -2.2261 -7.1641
H -1.6208 -0.3058 -6.7957
H -1.7555 0.7302 -4.5933
O -0.7422 2.0915 -0.0391
C -0.4004 3.0896 0.8179
C -0.5067 4.4406 0.5220
C -0.1393 5.3811 1.4707
C 0.3512 4.9774 2.7023
C 0.5251 3.6306 2.9704
C 0.1492 2.6694 2.0384
P 0.5667 0.8770 2.1181
C -0.8657 0.1700 2.9939
C -0.6894 -1.1195 3.4980
C -1.7301 -1.8066 4.0894
C -2.9783 -1.2112 4.1875
C -3.1682 0.0650 3.6818
C -2.1245 0.7547 3.0848
C 1.7931 0.9792 3.4560
C 3.0401 1.4567 3.0550
C 4.1006 1.4660 3.9341
C 3.9317 0.9838 5.2236
C 2.6886 0.5389 5.6364
C 1.6161 0.5422 4.7609
C -1.8686 2.1656 -0.8015
C -2.9383 3.0032 -0.5178
C -4.0852 2.9403 -1.2908
C -4.1880 2.0024 -2.3007
C -3.1419 1.1270 -2.5371
C -1.9536 1.2170 -1.8283
P -0.5132 0.0764 -1.9251
C 0.6026 1.6340 -2.4969
C 1.8480 1.7034 -1.8788
C 2.7950 2.6432 -2.2453
C 2.5063 3.5584 -3.2439
C 1.2625 3.5301 -3.8522
C 0.3251 2.5842 -3.4777
C -1.9952 -1.3252 -1.5889
C -2.4712 -1.1976 -0.2833
C -3.5694 -1.8873 0.1874
C -4.2563 -2.7306 -0.6715
C -3.8176 -2.8792 -1.9755
C -2.6995 -2.1917 -2.4194
H -0.8561 4.7429 -0.4538
H -0.2390 6.4343 1.2481
H 0.6141 5.7110 3.4540
H 0.9607 3.3156 3.9110
H 0.2812 -1.5897 3.4232
H -1.5550 -2.8003 4.4787
H -3.7982 -1.7393 4.6614
H -4.1414 0.5326 3.7668
H -2.2937 1.7515 2.6940
H 3.1696 1.7760 2.0279
H 5.0734 1.8057 3.6083
H 4.7764 0.9294 5.8959
H 2.5568 0.1538 6.6401
H 0.6541 0.1717 5.0881
H -2.8992 3.6798 0.3254
H -4.9119 3.6049 -1.0769
H -5.0959 1.9276 -2.8868
H -3.2770 0.3315 -3.2536
H 2.0621 1.0089 -1.0721
H 3.7591 2.6716 -1.7519
H 3.2385 4.3031 -3.5408
H 1.0248 4.2573 -4.6227
H -0.6471 2.5960 -3.9574
H -1.9506 -0.5131 0.3842
H -3.9080 -1.7527 1.2103
H -5.1342 -3.2665 -0.3304
H -4.3642 -3.5234 -2.6564
H -2.3847 -2.3121 -3.4513
*
```

=====

# 4
ORCA calculation (ωB97M-V with the def2-TZVPD basis set) on a cluster of 11 separate species, C24H70BN2O15 in total.

The value obtained for the highest occupied orbital energy is -4.09 eV. The electronic energy is -2219.181231 hartree. For the HOMO-LUMO gap, the calculation gives 6.161 eV.

Geometry as ORCA input:
```
! wB97M-V def2-TZVPD RIJCOSX def2/J DEFGRID3
* xyz -1 1
C 2.8700 -2.4667 -0.3236
O 2.9213 -1.0732 -0.8323
C 1.6762 -0.3404 -0.5125
B 0.3266 -0.9491 -1.2406
O -0.6566 0.1826 -1.2197
C -1.9908 -0.4036 -0.9960
C -1.5391 -1.6672 -0.0547
N -2.4767 -2.8490 -0.1645
O -1.2965 -1.4777 1.3836
N -1.3629 -0.1860 1.7509
O -0.5018 -0.0859 2.6426
O -0.3138 -2.1692 -0.7074
H 3.9777 -2.8406 -0.0863
H 2.4280 -3.2294 -1.1207
H 2.2389 -2.5429 0.6822
H 1.4988 -0.1855 0.6472
H 1.8335 0.7598 -0.9486
H 0.5652 -1.0273 -2.3891
H -2.3234 -0.8827 -2.0361
H -2.8830 0.2841 -0.6743
H -2.4915 -3.1099 -1.1748
H -2.1636 -3.6589 0.4213
C 2.5836 0.5097 5.5157
C 3.4190 0.9708 4.3393
O 3.2392 0.0885 3.2413
H 2.8646 -0.5061 5.8124
H 2.7144 1.1770 6.3722
H 1.5219 0.4815 5.2495
H 4.4808 0.9765 4.6025
H 3.1350 1.9809 4.0282
H 2.2946 0.0970 3.0098
C -5.6203 -5.4214 1.3416
C -6.2477 -4.4648 0.3488
O -5.6797 -3.1717 0.4959
H -5.7745 -5.0682 2.3664
H -6.0506 -6.4221 1.2442
H -4.5383 -5.4862 1.1865
H -7.3251 -4.3861 0.5213
H -6.0865 -4.8043 -0.6790
H -4.7242 -3.2508 0.3324
C 7.6030 -1.9648 -1.1712
C 7.1521 -2.7765 0.0255
O 6.4766 -1.9395 0.9525
H 8.2686 -1.1541 -0.8575
H 8.1297 -2.5948 -1.8936
H 6.7460 -1.4989 -1.6685
H 8.0131 -3.2222 0.5323
H 6.4758 -3.5814 -0.2785
H 5.7089 -1.5552 0.4954
C -10.5585 -2.7291 1.6926
C -9.7232 -2.2680 0.5162
O -9.9029 -3.1502 -0.5818
H -10.2775 -3.7448 1.9893
H -10.4277 -2.0618 2.5491
H -11.6202 -2.7573 1.4264
H -8.6613 -2.2622 0.7794
H -10.0071 -1.2579 0.2051
H -10.8475 -3.1417 -0.8133
C 8.1256 2.0593 3.7003
C 7.1480 3.2080 3.8377
O 7.1227 3.6653 5.1818
H 7.8448 1.2338 4.3626
H 8.1536 1.6922 2.6705
H 9.1339 2.3718 3.9909
H 6.1380 2.8858 3.5677
H 7.4293 4.0427 3.1882
H 8.0222 3.9571 5.4093
C -2.1661 3.7099 -3.4284
C -0.8785 3.4061 -4.1659
O 0.2123 3.4040 -3.2568
H -2.1034 4.6825 -2.9295
H -3.0164 3.7196 -4.1161
H -2.3514 2.9635 -2.6490
H -0.6857 4.1661 -4.9288
H -0.9283 2.4292 -4.6567
H 0.0356 2.7200 -2.5883
C -6.7196 4.2943 -4.5510
C -6.5902 4.4920 -3.0548
O -5.2246 4.6608 -2.7042
H -6.1476 3.4184 -4.8742
H -7.7663 4.1580 -4.8372
H -6.3153 5.1560 -5.0920
H -6.9750 3.6196 -2.5186
H -7.1488 5.3736 -2.7257
H -4.8945 5.4429 -3.1790
C -0.5920 -2.3590 -5.7459
C -1.0430 -3.1707 -4.5492
O -1.7185 -2.3337 -3.6221
H 0.0735 -1.5483 -5.4321
H -0.0654 -2.9890 -6.4682
H -1.4491 -1.8931 -6.2431
H -0.1820 -3.6164 -4.0423
H -1.7193 -3.9756 -4.8531
H -2.4861 -1.9494 -4.0793
C 12.3256 0.3192 2.3469
C 11.3480 1.4680 2.4844
O 11.3227 1.9252 3.8284
H 12.0448 -0.5062 3.0092
H 12.3536 -0.0479 1.3171
H 13.3339 0.6318 2.6375
H 10.3380 1.1457 2.2143
H 11.6293 2.3026 1.8348
H 12.2222 2.2170 4.0559
C -5.1581 3.9107 0.8660
C -5.1271 2.5476 0.2063
O -3.7964 2.0530 0.1770
H -4.5177 4.6147 0.3247
H -6.1766 4.3080 0.8925
H -4.7748 3.8542 1.8901
H -5.4901 2.6123 -0.8237
H -5.7549 1.8344 0.7493
H -3.4862 1.9912 1.0968
*
```